The following is a DFT calculation (ωB97M-V/def2-TZVPD) of a molecular structure, C39H50ClN7O6S2Sc.

Summary:
charge = +1
E_tot = -4368.28142 a.u.
energy relative to the best compared isomer or geometry (same formula, charge and spin) = 0.1401 eV
lowest unoccupied orbital energy = -1.90 eV

Last column: Löwdin charge in e.
Atoms and positions in Å:
Sc: 0.37 0.80 -0.57  0.8459
Cl: 0.16 8.24 -2.44  0.6614
S: -0.40 -2.47 -0.79  1.0202
S: 2.88 -0.08 -0.21  0.6518
O: 0.61 -0.34 -2.46  -0.1164
O: -2.85 3.24 -3.03  -0.0266
O: -0.67 2.07 -1.95  -0.0366
O: 0.06 1.95 0.99  -0.2282
O: 0.03 -1.32 0.10  -0.6100
O: -1.85 0.74 -0.67  -0.0360
N: 2.84 2.06 -1.86  -0.0011
N: 1.85 2.42 -0.94  -0.1253
N: 0.92 1.07 -4.19  0.2331
N: 4.20 0.35 -2.50  0.0731
N: 0.54 -1.88 3.16  0.1693
N: 1.77 0.45 3.02  0.0498
N: -1.36 -0.10 2.79  0.0589
C: 0.81 5.51 0.65  -0.0407
C: -1.77 -6.03 0.06  -0.0614
C: 2.99 -5.84 1.70  -0.0789
C: -2.81 -4.44 -1.40  -0.0520
C: -1.21 -3.60 0.36  -0.2677
C: -0.97 3.85 1.96  -0.0246
C: 1.48 -0.74 5.13  -0.0987
C: 0.40 -1.71 4.65  -0.2685
C: 2.04 -6.39 0.85  -0.0689
C: 1.82 3.64 -0.56  -0.0366
C: -0.02 3.28 1.10  -0.3078
C: 3.31 0.88 -1.60  -0.8754
C: -1.51 6.33 -1.53  -0.1100
C: -0.10 6.06 1.54  -0.0987
C: -2.46 -7.06 -0.57  -0.0653
C: -0.07 1.16 4.54  -0.0871
C: -3.06 2.38 -1.93  -0.0747
C: -2.16 4.41 -2.82  -0.2300
C: 1.36 0.62 4.42  -0.3299
C: -2.21 5.13 -1.64  0.0074
C: 1.44 -5.60 -0.12  -0.0600
C: 1.76 -4.25 -0.24  -0.2712
C: -1.00 5.21 2.18  -0.0708
C: 0.73 -0.14 -3.69  -0.5112
C: -1.40 4.86 -3.91  -0.1923
C: -3.32 -6.78 -1.62  -0.0726
C: -1.36 4.06 -5.18  -0.0246
C: -1.94 -4.72 -0.35  -0.2791
C: -0.70 6.05 -3.78  -0.0585
C: 0.66 -1.30 -4.63  0.0322
C: 0.85 4.14 0.40  -0.1281
C: -3.49 -5.47 -2.04  -0.0672
C: -1.79 1.69 -1.49  -0.5597
C: -0.75 6.77 -2.59  -0.6647
C: -0.98 -1.15 4.96  -0.1066
C: 1.09 -3.41 -1.28  -0.2423
C: -1.22 0.18 4.24  -0.3327
C: 3.34 -4.51 1.57  -0.0756
C: 2.73 -3.71 0.60  -0.0479
H: 4.12 -4.09 2.20  0.1073
H: -1.55 6.90 -0.61  0.0978
H: 1.33 1.13 2.40  0.0556
H: 1.49 -1.97 -4.40  0.0960
H: 1.73 -2.60 -1.64  0.0772
H: 1.17 -1.08 2.82  0.1011
H: -2.31 4.14 -5.71  0.0926
H: -1.06 0.68 2.21  0.0527
H: 3.47 -6.46 2.45  0.1069
H: -0.26 -1.85 -4.45  0.0966
H: 0.71 -6.03 -0.79  0.1114
H: -2.33 -0.28 2.55  0.1033
H: 2.02 1.34 4.93  0.1441
H: -2.13 0.63 4.65  0.1409
H: -1.10 -6.26 0.88  0.1098
H: 0.91 -2.79 2.88  0.1376
H: 2.77 0.53 2.90  0.0943
H: 1.78 -7.44 0.92  0.1105
H: -3.85 -7.58 -2.12  0.1087
H: 4.62 1.01 -3.13  0.0971
H: 0.76 -4.01 -2.13  0.1067
H: -0.48 -3.99 1.07  0.0865
H: 2.56 4.34 -0.97  0.1400
H: -0.10 6.41 -4.60  0.1137
H: 2.48 -1.15 4.95  0.1258
H: -1.05 -1.01 6.04  0.1303
H: 0.99 1.21 -5.18  0.1251
H: -2.97 -3.42 -1.72  0.1073
H: -0.17 2.06 3.92  0.1033
H: -0.20 1.49 5.58  0.1303
H: 0.53 -2.68 5.11  0.1486
H: 3.04 -2.69 0.47  0.0456
H: -1.20 3.01 -4.97  0.0642
H: 1.37 -0.61 6.20  0.1297
H: -1.67 3.19 2.45  0.1107
H: -2.32 -8.08 -0.24  0.1096
H: -1.75 -1.87 4.67  0.1245
H: 1.49 6.16 0.11  0.1178
H: -4.17 -5.24 -2.85  0.1090
H: -2.78 4.78 -0.79  0.1136
H: -0.35 -1.64 2.68  0.0898
H: 0.96 1.87 -3.57  0.0996
H: -0.57 4.43 -5.84  0.0804
H: -1.74 5.63 2.86  0.1084
H: -3.76 1.62 -2.26  0.1473
H: -0.12 7.12 1.72  0.1094
H: 0.73 -1.01 -5.67  0.0857
H: -1.90 -2.94 0.88  0.1055
H: -3.51 2.89 -1.07  0.1327
H: 4.79 -0.38 -2.15  0.0758